Record 1
The following is a DFT calculation (the ωB97M-V functional and the def2-TZVPD basis) of 2 unconnected molecules or ions with the total composition C3H4N2 in a non-equilibrium geometry.

Last column: Löwdin charge in e.
Geometry (Å):
C  -1.16051  0.39820  -0.15822  -0.085
C  -0.54282  -0.46819  -0.94411  -0.134
C  1.04881  0.08708  0.68352  -0.176
N  0.10452  1.09155  0.16769  -0.001
N  0.72928  0.05574  -0.70201  -0.067
H  -2.16438  0.72625  0.01922  0.085
H  -0.78804  -1.25388  -1.55242  0.070
H  2.07789  0.43458  0.98346  0.097
H  0.69524  -1.07132  1.50288  0.210

Atomic forces in eV per Å
C 0.1 0.5 0.1
C -0.7 0.6 1.3
C -0.3 -3.3 2.9
N -0.2 -0.2 0.9
N 2.4 0.3 -0.8
H -0.1 0.1 0.4
H -0.4 -1.7 -1.4
H -1.3 -0.1 -0.6
H 0.7 3.9 -2.6

Properties
Total charge: 0
LUMO energy in eV: 1.12
ΔE to the lowest compared entry with this formula, charge and spin in eV: 5.6323
E_HOMO in Ha: -0.3492
Total energy in eV: -6150.268
Kohn-Sham gap in eV: 10.62

=====

Record 2
The following is a DFT calculation (the ωB97M-V functional and the def2-TZVPD basis) of a molecular structure, C3H5HgO in a non-equilibrium geometry.

Last column: Löwdin spin population.
Geometry (Å):
H  1.00888  1.11486  0.92540  0.034
C  1.38715  0.14314  0.54989  0.692
C  2.06799  -0.85536  -0.39010  0.099
H  2.26946  0.42246  1.17191  0.029
H  2.00582  -0.55738  -1.44921  0.017
H  3.15438  -0.95654  -0.19772  0.001
H  1.69369  -1.89061  -0.32638  0.020
O  -0.32074  1.09279  -1.05040  0.003
Hg  -1.24025  -0.81181  1.80279  0.104
C  -1.33564  0.75761  -0.54155  0.000

Atomic forces in eV per Å
H -1.5 -0.8 -2.1
C 3.9 0.7 2.9
C -0.4 0.2 -1.1
H 0.1 -1.0 0.5
H -0.3 -0.1 0.2
H -0.7 0.3 0.2
H -0.3 0.5 0.1
O -5.6 -1.5 2.0
Hg 0.1 -0.3 0.4
C 4.8 2.0 -3.1

Properties
Total charge: 0
2S+1: 2
LUMO energy (alpha / beta) in eV: 0.31 / -0.28
ΔE to the lowest compared entry with this formula, charge and spin in eV: 1.3502
E_HOMO (alpha / beta) in Ha: -0.2899 / -0.3294
Expectation value of S²: 0.757
Total energy in eV: -9409.967
Kohn-Sham gap (alpha / beta) in eV: 8.20 / 8.69